Entry 1:
One molecule with the formula C5H11NO in a non-equilibrium geometry. Source: OMol25; level of theory: ωB97M-V/def2-TZVPD.

Properties
LUMO level = 0.9 eV
HOMO energy = -9.257 eV
ΔE to the lowest compared entry with this formula, charge and spin = 27.1 kcal/mol
Structure (SMILES) = C[C@@H](N)CCC=O
Maximum force = 1.44 eV Å⁻¹
Gap between HOMO and LUMO = 0.373 hartree
Electronic energy = -327.08810 hartree

Structure (XYZ):
```
18
Properties=species:S:1:pos:R:3:forces:R:3:nbo_charge:R:1
C -2.016093 0.197543 -0.974173 0.322 -1.406 0.001 -0.61
C -0.525722 0.061868 -0.665791 -0.135 0.127 -0.204 -0.05
C -0.277757 -0.615022 0.699093 0.293 0.705 -0.193 -0.40
C 1.063102 -0.291431 1.362702 0.400 -0.205 -0.380 -0.51
C 2.272365 -0.665395 0.547699 -0.176 -0.260 -0.223 0.45
O 3.212736 -1.278517 0.978209 0.196 -0.113 0.128 -0.53
N 0.171348 1.337483 -0.759966 0.510 0.102 0.303 -0.86
H -2.479549 0.834661 -0.237132 -0.299 0.511 -0.039 0.20
H -2.490039 -0.793428 -0.881025 0.009 0.236 -0.009 0.21
H -2.148258 0.504029 -2.011472 -0.202 0.388 0.183 0.21
H -0.111964 -0.614891 -1.422340 0.194 0.271 -0.017 0.18
H -1.047490 -0.342756 1.430634 -0.141 -0.176 -0.250 0.21
H -0.292753 -1.687020 0.516494 -0.332 -0.177 0.269 0.21
H 1.249507 0.774955 1.533310 -0.562 -0.006 0.204 0.24
H 1.090160 -0.851889 2.289559 0.303 0.139 0.342 0.22
H 2.274343 -0.323721 -0.505694 -0.050 0.057 0.050 0.11
H -0.265228 2.063892 -0.207606 -0.097 -0.034 -0.023 0.36
H 0.321287 1.689647 -1.692500 -0.233 -0.157 -0.140 0.37
```
Positions in Å, forces in eV/Å.



Entry 2:
C31H47B2F4NO3PRuSTe as an isolated structure in a non-equilibrium geometry. Source: OMol25; level of theory: ωB97M-V/def2-TZVPD.

Properties
LUMO level (spin up / spin down) = -3.1 / -3.1 eV
HOMO energy (spin up / spin down) = -10.872 / -10.870 eV
ΔE to the lowest compared entry with this formula, charge and spin = 9.3 kcal/mol
Maximum force = 1.09 eV Å⁻¹
Net charge = +1
Gap between HOMO and LUMO (spin up / spin down) = 0.286 / 0.286 hartree
Electronic energy = -3041.68401 hartree

Structure (XYZ):
```
92
Properties=species:S:1:pos:R:3:forces:R:3:mulliken_charge:R:1
Ru -0.383779 -0.761738 0.700299 0.239 -0.095 -1.056 0.21
O 0.150136 -2.384185 -0.554725 0.491 -0.494 -0.052 0.09
C 1.502132 -2.894505 -0.555405 0.005 -0.073 -0.028 -0.45
C 2.344914 -2.199912 -1.601531 -0.063 0.003 -0.031 -1.17
C 2.158380 -0.693861 -1.459120 0.088 -0.016 0.006 -0.18
C 2.612734 -0.180617 -0.123931 -0.264 0.157 -0.091 -0.05
C 3.951499 0.112054 0.097067 -0.026 0.089 -0.089 -0.79
C 4.341139 0.719760 1.273619 0.068 0.039 0.063 -1.10
C 3.365964 1.042901 2.203576 0.027 0.057 -0.029 -1.07
C 2.063203 0.676875 1.946226 -0.056 0.026 -0.222 -1.13
N 1.676812 0.040408 0.821626 0.103 -0.356 0.754 2.49
H -0.244668 -2.479864 -1.430467 -0.087 0.091 -0.126 0.02
H 1.491243 -3.976762 -0.690214 -0.137 -0.005 -0.063 0.42
H 1.865587 -2.678747 0.447057 0.050 -0.042 0.033 0.26
H 2.057025 -2.501520 -2.612170 -0.052 -0.087 0.047 0.48
H 3.382805 -2.510988 -1.458474 0.028 0.102 -0.033 0.52
H 1.099658 -0.468037 -1.548538 -0.016 0.086 -0.185 -0.85
H 2.662450 -0.150081 -2.258250 0.140 -0.039 0.057 0.78
H 4.670861 -0.106496 -0.681912 -0.026 0.012 0.000 0.58
H 5.380620 0.964584 1.450728 -0.019 -0.012 -0.005 0.46
H 3.603723 1.562491 3.121026 -0.007 -0.025 0.001 0.57
H 1.283723 0.899617 2.652643 0.013 0.041 -0.069 0.18
C 0.141339 -4.972059 2.207866 -0.066 -0.068 0.014 -1.55
C -1.099405 -4.084775 2.123559 0.059 0.068 -0.195 0.78
C -1.869773 -4.392108 0.833608 -0.136 -0.008 0.179 -1.25
P -0.811187 -2.267111 2.425407 0.201 0.241 -0.056 1.91
C 0.444517 -2.190908 3.784702 -0.002 -0.083 -0.052 0.15
C 1.882936 -2.359210 3.288138 0.033 -0.085 0.016 -1.90
C 0.318785 -0.881468 4.571652 0.026 -0.061 0.110 -1.58
C -2.375508 -1.800333 3.301309 0.037 -0.149 0.134 0.63
C -2.557215 -2.535462 4.638876 -0.066 0.081 0.070 -1.75
C -3.647925 -2.003214 2.476901 -0.064 -0.047 0.093 -1.52
H -0.172915 -6.016610 2.158401 0.015 0.012 -0.021 0.50
H 0.696692 -4.846627 3.134732 -0.036 -0.014 0.015 0.38
H 0.819181 -4.799894 1.371347 0.031 0.024 -0.002 0.15
H -1.758076 -4.347655 2.954290 0.094 -0.059 0.064 0.30
H -1.321081 -4.068508 -0.041210 0.097 0.000 -0.143 0.07
H -2.853469 -3.924431 0.814389 0.041 0.016 -0.016 0.22
H -2.017259 -5.471859 0.760084 -0.026 0.023 0.011 0.56
H 0.217423 -3.033146 4.445745 -0.019 0.047 0.066 0.81
H 2.151856 -1.586440 2.574350 0.000 -0.010 0.016 0.20
H 2.067299 -3.321987 2.815847 -0.021 -0.013 0.015 0.24
H 2.567909 -2.272721 4.134772 -0.014 -0.020 -0.012 0.60
H 0.434900 -0.011225 3.931886 -0.067 -0.073 0.055 0.12
H 1.102613 -0.851386 5.331456 -0.013 0.035 -0.008 0.55
H -0.636778 -0.767009 5.076316 0.021 -0.018 0.012 0.39
H -2.261866 -0.734903 3.501408 -0.002 0.041 -0.004 0.25
H -2.788704 -3.592343 4.495126 -0.005 0.031 -0.016 0.40
H -3.410121 -2.096383 5.161017 0.011 -0.008 -0.023 0.46
H -1.702353 -2.468305 5.307516 -0.023 -0.001 -0.007 0.37
H -3.970764 -3.046508 2.514233 0.004 0.036 -0.001 0.41
H -3.545586 -1.714149 1.438952 0.026 0.071 -0.042 -0.15
H -4.444576 -1.390955 2.900988 -0.009 -0.041 0.009 0.44
Te -2.765829 -1.003946 -1.110220 -0.506 0.428 0.605 0.41
C -2.420478 -1.813972 -3.002317 0.042 -0.254 0.185 0.42
C -3.223743 -2.743775 -3.595005 0.082 -0.096 -0.217 -0.70
C -2.801742 -3.051511 -4.922397 -0.047 -0.013 0.132 -0.48
C -1.696737 -2.352147 -5.294563 0.020 -0.093 -0.083 -0.62
S -1.159017 -1.318516 -4.043828 0.212 0.063 -0.064 0.05
H -4.088764 -3.185608 -3.119129 0.010 0.042 -0.019 0.43
H -3.308355 -3.754975 -5.567652 0.015 0.032 0.012 0.42
H -1.180619 -2.380120 -6.241413 -0.009 0.010 0.026 0.43
C 0.565305 7.097098 -2.291405 0.016 0.042 0.051 -1.60
C 0.837597 5.949536 -3.274284 -0.029 -0.024 0.041 1.82
C 0.003323 6.180032 -4.534717 -0.036 0.002 -0.040 -2.07
C 2.318780 5.956129 -3.672816 0.060 -0.005 -0.025 -1.61
C 0.489271 4.625743 -2.589304 -0.031 0.028 -0.057 0.53
C 1.260090 4.185841 -1.504496 -0.030 -0.026 0.065 -0.51
C 0.998458 3.005528 -0.816542 0.062 0.078 -0.044 -1.51
C -0.076540 2.276389 -1.262495 -0.020 -0.394 0.261 0.13
O -0.605881 1.057291 -0.792350 0.112 0.294 -0.242 1.70
B -1.732087 0.844365 -1.578330 0.093 0.033 0.059 -0.61
O -1.897863 1.795955 -2.533250 0.065 0.041 0.183 -0.65
C -0.856043 2.697664 -2.308738 -0.220 0.030 -0.300 0.63
C -0.604129 3.860248 -2.998376 0.051 0.060 -0.006 -1.09
H 0.829374 8.054107 -2.747505 -0.010 -0.036 0.004 0.45
H 1.150390 6.988604 -1.375752 -0.009 0.003 -0.035 0.34
H -0.489982 7.132093 -2.012571 0.028 -0.015 -0.012 0.37
H 0.323515 7.106934 -5.012725 -0.010 -0.015 0.011 0.42
H -1.060941 6.282109 -4.311124 0.033 -0.002 0.015 0.37
H 0.128386 5.372188 -5.260071 0.020 0.022 0.022 0.44
H 2.559474 6.888802 -4.186602 -0.013 -0.015 0.014 0.46
H 2.547765 5.128999 -4.348459 -0.015 0.012 0.009 0.36
H 2.979666 5.880604 -2.808341 -0.020 0.000 -0.011 0.32
H 2.087488 4.796056 -1.165811 -0.012 -0.030 -0.021 0.48
H 1.597065 2.699871 0.028137 0.002 -0.017 0.039 0.38
H -1.244940 4.155491 -3.815912 0.007 -0.016 0.013 0.57
F -2.408322 1.518453 3.329239 0.097 -0.001 -0.201 -0.29
B -2.087679 1.527409 1.995000 -0.069 0.440 0.153 -0.11
F -0.712821 0.873415 1.894370 -0.700 0.173 0.308 0.05
F -1.941728 2.768358 1.434227 0.007 -0.161 0.062 -0.34
F -2.948753 0.717579 1.244736 0.127 -0.051 -0.054 -0.24
```
Positions in Å, forces in eV/Å.